Here is a molecular structure, C24H33GaGe2O2 from OMol25. Energies are from wB97M-V/def2-TZVPD.

The geometry in XYZ format:
```
62
Properties=species:S:1:pos:R:3:forces:R:3
Ga 0.250 -0.536 -2.191 -0.397 -0.205 0.044
C -3.413 2.646 -3.403 0.108 -0.011 -0.113
C -2.203 1.695 -3.410 -0.459 0.166 0.050
Ge -2.167 0.573 -1.837 0.866 -0.019 -0.414
C -3.340 -0.945 -1.652 0.008 -0.025 -0.081
C -4.751 -0.450 -1.291 0.016 -0.162 0.006
C -1.944 1.553 -0.199 -0.595 0.267 -0.040
C -0.983 1.591 0.713 0.200 0.122 0.328
Ge 0.567 0.444 0.671 -0.056 -0.349 0.508
C 2.127 1.072 -0.278 0.090 -0.190 -0.077
C 3.001 1.962 0.627 0.103 0.061 -0.128
C 0.715 -1.091 1.830 0.247 0.292 0.389
C 1.176 -0.758 3.261 -0.070 -0.298 -0.093
C -0.908 2.465 1.914 -0.107 -0.090 -0.084
C 0.231 2.399 2.713 0.096 -0.078 -0.126
C 0.385 3.173 3.852 0.092 -0.068 -0.016
C -0.628 4.048 4.205 -0.069 0.070 0.039
C -1.770 4.141 3.416 -0.031 0.011 -0.014
C -1.912 3.359 2.281 -0.166 0.078 0.031
H -3.391 3.272 -4.295 -0.028 0.015 0.017
H -3.404 3.312 -2.539 0.002 -0.031 -0.015
H -4.360 2.104 -3.413 0.038 0.010 0.015
H -1.267 2.247 -3.426 0.058 0.085 -0.058
H -2.226 1.036 -4.278 0.021 0.024 -0.078
H -2.921 -1.583 -0.876 -0.079 -0.102 0.037
H -3.334 -1.497 -2.592 -0.078 -0.088 0.005
H -4.762 0.113 -0.357 0.013 0.007 -0.006
H -5.408 -1.309 -1.161 -0.031 0.030 0.012
H -5.183 0.172 -2.075 0.026 0.004 0.006
H -2.818 2.192 -0.043 0.140 0.118 0.045
H 1.783 1.619 -1.156 0.146 0.147 -0.063
H 2.671 0.187 -0.614 0.143 0.199 0.080
H 2.488 2.879 0.915 0.005 -0.041 -0.012
H 3.897 2.243 0.072 -0.024 0.008 0.053
H 3.325 1.443 1.530 -0.032 -0.011 -0.031
H 1.426 -1.754 1.333 -0.037 0.065 0.228
H -0.262 -1.575 1.830 0.029 -0.015 0.027
H 2.157 -0.282 3.282 -0.011 0.010 -0.016
H 1.252 -1.689 3.822 0.039 0.032 0.036
H 0.465 -0.119 3.779 -0.026 0.022 0.029
H 1.061 1.726 2.449 -0.047 0.132 0.115
H 1.283 3.098 4.453 -0.046 -0.004 -0.045
H -0.527 4.660 5.094 -0.021 -0.032 -0.074
H -2.559 4.831 3.689 0.050 -0.044 -0.011
H -2.816 3.455 1.690 0.065 -0.033 0.019
C 4.068 -2.222 -2.704 -0.041 -0.076 0.008
C 2.684 -2.091 -2.159 0.180 -0.439 0.211
O 2.049 -1.062 -2.544 -0.296 0.248 -0.497
C 2.136 -3.065 -1.248 0.056 0.219 -0.094
C 2.899 -4.208 -0.915 0.130 -0.025 -0.073
C 2.423 -5.153 -0.047 -0.093 -0.074 0.091
C 1.141 -4.996 0.503 0.084 -0.092 -0.011
C 0.368 -3.896 0.196 -0.139 -0.154 0.086
C 0.854 -2.913 -0.657 0.356 -0.178 -0.159
O 0.105 -1.831 -0.867 -0.375 0.275 0.002
H 4.300 -1.361 -3.320 -0.005 0.055 -0.026
H 4.146 -3.126 -3.315 -0.004 0.041 0.058
H 4.798 -2.306 -1.896 -0.035 -0.019 -0.033
H 3.878 -4.344 -1.357 -0.070 0.012 0.035
H 3.024 -6.018 0.205 -0.060 0.056 -0.026
H 0.753 -5.747 1.182 0.032 0.058 -0.088
H -0.628 -3.779 0.608 0.091 0.014 -0.008
```
Forces are in eV/Å.

Values from the calculation:
HOMO-LUMO gap: 7.11 eV
E_HOMO: -14.33 eV
net charge: +2
strongest force on any atom: 0.960 eV/Å

Taken from the Löwdin analysis, the atomic charges in e are: number 1, Ga, carries 0.76; number 2, C, carries -0.14; number 3, C, carries -0.38; number 4, Ge, carries 0.91; number 5, C, carries -0.35; number 6, C, carries -0.14; number 7, C, carries -0.21; number 8, C, carries -0.31; number 9, Ge, carries 1.14; number 10, C, carries -0.33; number 11, C, carries -0.12; number 12, C, carries -0.30; number 13, C, carries -0.12; number 14, C, carries -0.24; number 15, C, carries -0.09; number 16, C, carries -0.04; number 17, C, carries -0.04; number 18, C, carries -0.04; number 19, C, carries -0.01; number 20, H, carries 0.08; number 21, H, carries 0.07; number 22, H, carries 0.07; number 23, H, carries 0.06; number 24, H, carries 0.07; number 25, H, carries 0.06; number 26, H, carries 0.08; number 27, H, carries 0.07; number 28, H, carries 0.09; number 29, H, carries 0.07; number 30, H, carries 0.07; number 31, H, carries 0.07; number 32, H, carries 0.06; number 33, H, carries 0.08; number 34, H, carries 0.09; number 35, H, carries 0.08; number 36, H, carries 0.07; number 37, H, carries 0.08; number 38, H, carries 0.08; number 39, H, carries 0.09; number 40, H, carries 0.07; number 41, H, carries 0.06; number 42, H, carries 0.12; number 43, H, carries 0.12; number 44, H, carries 0.12; number 45, H, carries 0.12; number 46, C, carries 0.03; number 47, C, carries -0.28; number 48, O, carries -0.05; number 49, C, carries -0.08; number 50, C, carries 0.01; number 51, C, carries -0.03; number 52, C, carries 0.00; number 53, C, carries 0.00; number 54, C, carries -0.32; number 55, O, carries -0.20; number 56, H, carries 0.10; number 57, H, carries 0.12; number 58, H, carries 0.11; number 59, H, carries 0.12; number 60, H, carries 0.13; number 61, H, carries 0.13; number 62, H, carries 0.13

***

Here is a molecular structure, C24H33IrN3P2 in a non-equilibrium geometry from OMol25. Energies are from wB97M-V/def2-TZVPD.

The geometry in XYZ format:
```
63
Properties=species:S:1:pos:R:3:forces:R:3
C -1.649 2.972 -3.963 0.036 -0.143 0.502
C -1.463 1.729 -3.368 0.659 0.111 -0.708
C -0.114 1.267 -3.263 -0.162 0.034 0.349
C 0.913 2.226 -3.080 -0.512 0.844 -0.320
C 0.716 3.500 -3.616 0.147 -0.380 0.402
C -0.532 3.813 -4.165 -0.168 0.166 -0.223
C 2.050 1.752 -2.240 0.032 0.045 0.088
C 2.451 0.401 -2.719 0.856 -0.577 -0.099
C 1.366 -0.491 -2.904 -0.232 -0.135 0.182
C 1.573 -1.883 -2.651 0.239 0.565 -0.667
C 2.845 -2.372 -2.919 -0.215 -0.100 0.436
C 3.902 -1.468 -3.155 0.177 0.108 -0.065
C 3.741 -0.092 -2.932 -0.453 0.020 0.252
H -2.652 3.290 -4.253 0.294 0.093 0.203
H 1.546 4.217 -3.605 -0.479 -0.195 -0.048
H -0.660 4.752 -4.704 -0.016 -0.230 0.234
H 2.873 2.466 -2.184 -0.072 -0.089 0.088
H 3.018 -3.453 -2.941 0.080 0.410 0.147
H 4.879 -1.845 -3.453 -0.210 0.015 0.155
H 4.587 0.601 -2.936 -0.228 -0.385 0.017
N 0.134 -0.063 -3.263 -0.518 -0.151 2.130
Ir -0.552 0.123 0.371 2.130 0.331 0.194
C -2.504 0.847 -2.748 0.640 -0.365 -0.184
H -2.374 -0.188 -3.093 -0.126 0.184 0.031
H -3.518 1.195 -2.980 0.083 -0.110 0.483
C 0.398 -2.622 -2.081 -0.205 0.416 -0.259
H -0.494 -2.440 -2.697 0.152 -0.114 0.094
H 0.596 -3.699 -2.023 -0.199 0.180 0.311
P -2.268 0.760 -0.854 -4.332 1.506 -1.735
P -0.068 -1.974 -0.347 1.049 -3.519 -0.978
C 1.240 -2.770 0.669 0.186 0.240 0.248
H 0.998 -2.667 1.735 0.038 -0.129 -0.281
H 1.324 -3.838 0.423 -0.118 0.320 -0.010
H 2.205 -2.285 0.475 -0.158 -0.114 -0.018
C -1.524 -2.997 0.080 -0.043 -0.011 -0.046
H -1.233 -4.053 0.156 -0.107 0.222 -0.076
H -1.917 -2.659 1.047 0.006 -0.171 -0.183
H -2.301 -2.885 -0.685 0.139 -0.068 0.203
C -2.680 2.474 -0.336 0.275 0.199 0.110
H -3.645 2.796 -0.750 0.196 -0.227 0.019
H -2.714 2.530 0.759 -0.025 0.093 -0.356
H -1.892 3.150 -0.694 -0.166 -0.137 0.064
C -3.735 -0.217 -0.353 -0.182 -0.063 0.047
H -3.611 -0.561 0.680 -0.128 0.069 -0.290
H -4.641 0.397 -0.419 0.154 -0.157 -0.064
H -3.843 -1.091 -1.006 -0.006 0.191 0.134
H 1.585 1.571 -1.183 1.100 0.570 -1.578
H 0.544 1.241 -0.015 0.836 0.581 0.182
C 1.713 -1.216 5.103 0.433 -0.154 0.332
C 0.629 -0.659 4.273 -0.241 0.122 -0.592
C -0.695 -0.336 4.552 -0.614 0.271 -0.470
C -1.284 0.098 3.354 1.471 -0.535 0.909
N -0.331 0.034 2.374 -0.847 0.110 0.387
N 0.807 -0.414 2.961 0.451 -0.235 0.377
C -2.663 0.542 3.109 -0.583 0.249 0.021
H 2.066 -0.480 5.839 -0.129 -0.167 -0.166
H 1.350 -2.093 5.657 0.093 0.265 -0.134
H 2.571 -1.522 4.489 -0.231 0.088 0.187
H -1.192 -0.408 5.505 0.064 -0.022 0.010
H 1.694 -0.499 2.462 -0.552 0.188 -0.003
H -3.336 -0.306 2.916 0.206 0.178 0.052
H -3.039 1.056 4.003 0.052 -0.113 -0.268
H -2.711 1.232 2.260 -0.018 -0.189 0.241
```
Forces are in eV/Å.

Values from the calculation:
multiplicity: 6
HOMO-LUMO gap (alpha / beta): 7.46 / 3.34 eV
expectation value of S²: 8.8350
E_HOMO (alpha / beta): -12.49 / -13.32 eV
net charge: +2
strongest force on any atom: 4.903 eV/Å

Taken from the Löwdin analysis, the atomic charges in e are: number 1, C, carries -0.01; number 2, C, carries -0.23; number 3, C, carries -0.23; number 4, C, carries -0.14; number 5, C, carries 0.00; number 6, C, carries -0.03; number 7, C, carries -0.08; number 8, C, carries -0.14; number 9, C, carries -0.24; number 10, C, carries -0.23; number 11, C, carries -0.02; number 12, C, carries -0.03; number 13, C, carries 0.00; number 14, H, carries 0.13; number 15, H, carries 0.13; number 16, H, carries 0.12; number 17, H, carries 0.14; number 18, H, carries 0.13; number 19, H, carries 0.12; number 20, H, carries 0.13; number 21, N, carries 0.19; number 22, Ir, carries 1.03; number 23, C, carries -0.21; number 24, H, carries 0.09; number 25, H, carries 0.12; number 26, C, carries -0.22; number 27, H, carries 0.09; number 28, H, carries 0.11; number 29, P, carries 0.66; number 30, P, carries 0.69; number 31, C, carries -0.24; number 32, H, carries 0.03; number 33, H, carries 0.07; number 34, H, carries 0.06; number 35, C, carries -0.25; number 36, H, carries 0.07; number 37, H, carries 0.04; number 38, H, carries 0.05; number 39, C, carries -0.22; number 40, H, carries 0.08; number 41, H, carries 0.03; number 42, H, carries 0.06; number 43, C, carries -0.24; number 44, H, carries 0.02; number 45, H, carries 0.07; number 46, H, carries 0.05; number 47, H, carries 0.07; number 48, H, carries -0.07; number 49, C, carries 0.02; number 50, C, carries -0.24; number 51, C, carries 0.07; number 52, C, carries -0.28; number 53, N, carries -0.19; number 54, N, carries 0.04; number 55, C, carries -0.01; number 56, H, carries 0.11; number 57, H, carries 0.11; number 58, H, carries 0.10; number 59, H, carries 0.14; number 60, H, carries 0.17; number 61, H, carries 0.10; number 62, H, carries 0.11; number 63, H, carries 0.05

***

Here is a gas-phase ion, C24H33N2O4 (charge +1) in a non-equilibrium geometry from OMol25. Energies are from wB97M-V/def2-TZVPD.

The geometry in XYZ format:
```
63
Properties=species:S:1:pos:R:3:forces:R:3
C -8.704 -0.062 -0.196 -0.153 -0.045 -0.093
C -7.600 0.659 -0.197 0.070 0.128 0.194
C -6.730 0.876 1.011 -0.129 -0.022 -0.191
C -5.365 0.309 0.745 0.140 -0.159 0.164
C -5.076 -1.010 1.054 -0.043 0.210 -0.012
C -3.837 -1.553 0.757 0.295 -0.015 -0.127
C -2.876 -0.775 0.142 0.069 0.232 -0.095
O -1.619 -1.220 -0.239 -0.274 0.177 0.037
C -1.067 -2.356 0.394 0.336 -0.408 0.024
C 0.432 -2.417 0.033 -0.513 0.192 0.551
O 0.633 -2.608 -1.344 0.097 -0.052 -0.330
C 1.189 -1.150 0.459 0.220 -1.063 -0.001
N 0.689 0.074 -0.221 -0.628 -0.067 -0.098
C 0.879 1.319 0.560 0.210 0.728 0.364
C 2.280 1.918 0.311 -0.069 -0.032 -0.003
N 3.128 0.855 -0.162 -0.027 0.075 0.042
C 4.507 0.872 0.145 0.119 -0.140 0.035
C 5.203 2.039 0.422 -0.106 -0.142 -0.078
C 6.545 2.000 0.761 0.147 0.004 0.050
C 7.205 0.789 0.810 -0.022 0.143 0.005
C 6.528 -0.388 0.532 -0.115 -0.237 -0.074
C 5.182 -0.361 0.209 -0.044 0.009 -0.039
O 4.423 -1.477 -0.054 0.040 0.527 0.090
C 5.057 -2.738 -0.037 0.131 -0.250 0.013
C 2.770 0.456 -1.509 0.112 -0.076 -0.073
C 1.249 0.253 -1.579 0.328 0.038 -0.741
C -3.145 0.568 -0.164 0.226 -0.185 -0.040
O -2.102 1.265 -0.736 -0.187 -0.494 0.183
C -2.383 2.554 -1.243 -0.043 0.283 -0.069
C -4.389 1.092 0.133 0.188 0.027 -0.058
H -9.298 -0.193 -1.084 -0.070 -0.015 -0.207
H -9.069 -0.542 0.697 -0.030 -0.076 0.232
H -7.251 1.132 -1.105 -0.021 0.035 -0.180
H -6.655 1.948 1.208 0.010 -0.019 0.104
H -7.179 0.390 1.877 0.002 0.066 0.044
H -5.824 -1.627 1.526 -0.109 -0.075 0.058
H -3.635 -2.585 0.996 0.050 -0.129 0.017
H -1.563 -3.270 0.042 0.025 0.080 0.060
H -1.187 -2.293 1.483 -0.008 -0.002 -0.075
H 0.867 -3.254 0.604 -0.067 0.221 0.018
H 0.204 -3.420 -1.636 0.001 0.006 0.025
H 2.253 -1.268 0.244 -0.223 0.069 0.123
H 1.063 -1.027 1.536 0.009 0.092 -0.061
H -0.340 -0.086 -0.337 0.353 0.235 0.036
H 0.103 2.025 0.260 -0.031 -0.168 0.001
H 0.741 1.091 1.617 -0.048 -0.090 -0.104
H 2.677 2.311 1.247 -0.075 0.023 -0.062
H 2.211 2.748 -0.409 0.028 0.006 0.082
H 4.697 2.990 0.367 -0.089 0.098 -0.015
H 7.070 2.918 0.975 0.056 0.088 0.024
H 8.252 0.749 1.066 0.103 -0.005 0.027
H 7.061 -1.323 0.585 0.022 -0.121 0.000
H 5.448 -2.976 0.956 0.003 0.016 -0.037
H 5.865 -2.790 -0.771 -0.022 0.005 0.028
H 4.284 -3.458 -0.303 0.088 -0.004 0.017
H 3.294 -0.470 -1.744 -0.092 0.064 -0.028
H 3.068 1.214 -2.251 -0.059 -0.071 0.048
H 0.754 1.122 -2.016 -0.071 -0.035 0.121
H 1.005 -0.627 -2.171 -0.072 0.196 0.096
H -1.482 2.877 -1.763 -0.058 0.026 0.023
H -3.213 2.531 -1.953 0.014 -0.018 0.019
H -2.610 3.260 -0.438 -0.004 -0.031 -0.036
H -4.619 2.120 -0.098 0.009 0.149 -0.029
```
Forces are in eV/Å.

Values from the calculation:
HOMO-LUMO gap: 8.65 eV
E_HOMO: -10.67 eV
net charge: +1
strongest force on any atom: 1.086 eV/Å

Taken from the Löwdin analysis, the atomic charges in e are: number 1, C, carries 0.01; number 2, C, carries -0.18; number 3, C, carries -0.16; number 4, C, carries -0.22; number 5, C, carries -0.02; number 6, C, carries 0.00; number 7, C, carries -0.17; number 8, O, carries -0.07; number 9, C, carries -0.12; number 10, C, carries -0.31; number 11, O, carries 0.00; number 12, C, carries -0.03; number 13, N, carries -0.07; number 14, C, carries -0.06; number 15, C, carries -0.13; number 16, N, carries -0.12; number 17, C, carries -0.16; number 18, C, carries -0.02; number 19, C, carries -0.08; number 20, C, carries -0.07; number 21, C, carries -0.01; number 22, C, carries -0.20; number 23, O, carries -0.13; number 24, C, carries -0.06; number 25, C, carries -0.11; number 26, C, carries -0.06; number 27, C, carries -0.18; number 28, O, carries -0.11; number 29, C, carries -0.07; number 30, C, carries 0.04; number 31, H, carries 0.06; number 32, H, carries 0.06; number 33, H, carries 0.10; number 34, H, carries 0.12; number 35, H, carries 0.12; number 36, H, carries 0.12; number 37, H, carries 0.12; number 38, H, carries 0.14; number 39, H, carries 0.15; number 40, H, carries 0.16; number 41, H, carries 0.12; number 42, H, carries 0.12; number 43, H, carries 0.15; number 44, H, carries 0.14; number 45, H, carries 0.12; number 46, H, carries 0.14; number 47, H, carries 0.13; number 48, H, carries 0.13; number 49, H, carries 0.11; number 50, H, carries 0.11; number 51, H, carries 0.11; number 52, H, carries 0.11; number 53, H, carries 0.10; number 54, H, carries 0.10; number 55, H, carries 0.09; number 56, H, carries 0.13; number 57, H, carries 0.14; number 58, H, carries 0.14; number 59, H, carries 0.13; number 60, H, carries 0.09; number 61, H, carries 0.11; number 62, H, carries 0.10; number 63, H, carries 0.12